Arrangement i

Molecular formula: C6H14
Method: DFT, ωB97M-V with the def2-TZVPD basis set

Geometry as XYZ:
```
20
C6H14 | the Open Molecules 2025 dataset | ωB97M-V with the def2-TZVPD basis set
C -1.56575 -2.17476 0.36870
C -1.10153 -0.73824 0.57696
C 0.44481 -0.63885 0.48471
C 0.88165 0.86341 0.15700
C 1.69049 0.78214 -1.19943
C -0.13799 1.97924 -0.01683
H -1.73974 -2.42372 -0.67268
H -0.73076 -2.85622 0.58271
H -2.49428 -2.40814 0.89006
H -1.39002 -0.28436 1.52424
H -1.55778 -0.23607 -0.28383
H 0.93198 -1.29844 -0.23571
H 0.78185 -0.95805 1.48044
H 1.60045 1.02601 0.95729
H 2.58959 0.17543 -1.05510
H 1.98062 1.81276 -1.39478
H 0.97315 0.40513 -1.93316
H -1.03105 1.80320 0.58205
H 0.27538 2.96506 0.24614
H -0.40108 2.20448 -1.05877
```

Total charge: 0
Structure (SMILES): CCCC(C)C
Lowest unoccupied orbital energy in eV: 1.145
Gap between HOMO and LUMO in eV: 11.5

Atomic partial charges in e from the natural (NBO) method, atoms 1 to 6: atom 1 (C): -0.61, atom 2 (C): -0.41, atom 3 (C): -0.39, atom 4 (C): -0.21, atom 5 (C): -0.60, atom 6 (C): -0.63

Arrangement ii

Molecular formula: C6H14
Method: DFT, ωB97M-V with the def2-TZVPD basis set

Geometry as XYZ:
```
20
C6H14 | the Open Molecules 2025 dataset | ωB97M-V with the def2-TZVPD basis set
C -1.25844 0.46470 -2.17088
C -0.77360 -0.70914 -1.19702
C -0.89845 -0.55524 0.28067
C 0.25953 0.53504 0.85345
C 0.60521 0.12603 2.35159
C 1.60873 0.29477 0.20504
H -1.84099 0.01788 -2.93192
H -1.68290 1.48591 -1.65397
H -0.28136 0.83093 -2.64859
H 0.27988 -0.99322 -1.47626
H -1.46328 -1.64996 -1.42532
H -0.61602 -1.67035 0.56719
H -1.93164 -0.29553 0.60579
H -0.04281 1.60058 0.65682
H -0.15893 0.17033 3.06649
H 1.54373 0.45521 2.81936
H 0.66286 -0.99779 2.23444
H 1.49657 0.61032 -0.87058
H 2.36054 1.02284 0.58082
H 2.13138 -0.74332 0.15290
```

Total charge: 0
Structure (SMILES): CCCC(C)C
Lowest unoccupied orbital energy in eV: 1.167
Gap between HOMO and LUMO in eV: 11.5

Atomic partial charges in e from the natural (NBO) method, atoms 1 to 6: atom 1 (C): -0.63, atom 2 (C): -0.41, atom 3 (C): -0.39, atom 4 (C): -0.22, atom 5 (C): -0.62, atom 6 (C): -0.64

Order from most stable to least stable according to the calculation: arrangement i, arrangement ii